Entry 1:
A 6-piece molecular cluster, C28H50FNO23 overall. Source: the Open Molecules 2025 dataset; level of theory: ωB97M-V/def2-TZVPD.

```
! wB97M-V def2-TZVPD RIJCOSX def2/J DEFGRID3
* xyz 0 1
C -2.56811 2.25157 -0.97667
C -1.34034 1.38680 -1.23507
O -0.34935 1.89069 -1.61384
O -1.53334 0.07015 -1.04853
C -0.39499 -0.64212 -0.56420
C -0.44723 -1.01415 0.93974
C -0.81576 0.14232 1.87683
C 0.02720 1.42234 1.79542
O 1.26412 1.23318 2.51056
N 2.13167 2.22764 1.98850
O 2.77347 2.71422 2.83034
O -0.41853 -0.39771 3.18703
C -1.48817 -0.61326 3.98098
O -1.54237 -0.63774 5.10433
O -2.54607 -0.78674 3.09394
C -2.34331 0.26080 2.18212
O -2.71418 1.39896 2.84375
F -3.20554 -0.02204 1.19934
H -2.23736 3.27036 -0.78393
H -3.22348 1.84676 -0.20555
H -3.13731 2.29607 -1.91188
H 0.56912 -0.16337 -0.74827
H -0.36963 -1.58869 -1.11124
H -1.09534 -1.86809 1.14390
H 0.56439 -1.32445 1.22129
H 0.30559 1.69879 0.77216
H -0.47287 2.28184 2.25302
H -2.49897 2.16321 2.28960
C -0.75692 -6.36220 -4.39060
C 0.21160 -5.68593 -3.44149
O -0.46888 -5.05418 -2.34791
C -0.92380 -5.87778 -1.40058
O -0.80713 -7.07511 -1.37919
O -1.55394 -5.13817 -0.48160
C -2.18149 -5.90524 0.54885
H -1.51250 -5.65289 -4.73298
H -0.22799 -6.76210 -5.25599
H -1.28226 -7.18168 -3.90145
H 0.74016 -4.89152 -3.96704
H 0.96154 -6.38439 -3.06852
H -1.47394 -6.58189 1.02374
H -3.02511 -6.46070 0.14046
H -2.55075 -5.20288 1.29224
C -5.86013 5.25918 -6.65384
C -5.73029 6.13238 -5.42223
O -4.82641 5.56709 -4.46196
C -3.53067 5.67811 -4.75673
O -3.06225 6.20943 -5.73088
O -2.83335 5.07930 -3.78559
C -1.42495 5.03830 -4.02679
H -6.14396 4.24362 -6.37235
H -6.61293 5.66282 -7.33121
H -4.91543 5.19233 -7.19232
H -6.69575 6.20188 -4.92279
H -5.42356 7.14670 -5.68019
H -1.02711 6.03148 -4.22411
H -1.20984 4.36950 -4.85960
H -0.94701 4.64240 -3.13358
C 4.87859 -0.73468 3.35092
C 3.51263 -1.22999 2.92057
O 3.60911 -2.38810 2.07633
C 3.89888 -3.53187 2.69848
O 4.07270 -3.67701 3.88075
O 3.97963 -4.49548 1.77463
C 4.37737 -5.76665 2.29150
H 5.51145 -0.55715 2.47925
H 4.78769 0.19183 3.91866
H 5.38758 -1.46979 3.97351
H 3.02249 -0.46261 2.32699
H 2.87157 -1.43555 3.77856
H 3.73150 -6.07963 3.10971
H 5.41571 -5.72862 2.61999
H 4.29098 -6.48473 1.47991
C 1.76932 -5.62080 7.27215
C 0.39911 -6.09127 6.82906
O 0.48092 -7.24412 5.97763
C 0.74745 -8.39666 6.59251
O 0.90890 -8.55585 7.77483
O 0.81782 -9.35467 5.66076
C 1.19043 -10.63552 6.17006
H 2.41108 -5.44580 6.40649
H 1.69027 -4.69735 7.84604
H 2.26361 -6.36779 7.89259
H -0.07765 -5.31144 6.23643
H -0.25069 -6.29434 7.68114
H 0.53436 -10.94346 6.98185
H 2.22710 -10.61792 6.50558
H 1.09721 -11.34596 5.35237
C -0.70315 10.02156 -5.08025
C 0.15926 8.79972 -4.83846
O 1.54921 9.08033 -5.05328
C 2.15113 9.77658 -4.08795
O 1.64437 10.16946 -3.06855
O 3.42158 9.97599 -4.45364
C 4.16689 10.79273 -3.54985
H -0.51549 10.42841 -6.07531
H -1.75974 9.76675 -4.99416
H -0.48057 10.81054 -4.36248
H -0.11123 8.02362 -5.55403
H 0.00363 8.39071 -3.83868
H 4.12162 10.40140 -2.53541
H 3.79644 11.81713 -3.57866
H 5.20069 10.78286 -3.88594
*
```

Properties
E	-81144.743	eV
SMILES	CC(=O)OCC[C@]1(CON=O)OC(=O)O[C@]1(O)F.CCOC(=O)OC.CCOC(=O)OC.CCOC(=O)OC.CCOC(=O)OC.CCOC(=O)OC
HOMO energy	-0.39634	Eh
largest force on an atom	6.31	eV/A
M	787.690	g mol⁻¹
LUMO	-0.43	eV

Mulliken atomic charge list, values in e, 2 entries: -1.03, 0.78



Entry 2:
A 2-piece molecular cluster, C6H16 overall. Source: the Open Molecules 2025 dataset; level of theory: ωB97M-V/def2-TZVPD.

```
! wB97M-V def2-TZVPD RIJCOSX def2/J DEFGRID3
* xyz 1 2
C -0.99417 -0.64884 0.13559
C -1.26026 -0.30702 1.55054
C -1.13647 -2.10307 -0.22507
C -1.57650 0.35115 -0.88477
H 0.13796 -0.48447 -0.23232
H -2.34679 -0.39734 1.60182
H -1.00463 0.72840 1.72272
H -2.17062 -2.34254 -0.45103
H -0.54972 -2.41201 -1.09230
H -0.78247 -2.72745 0.58580
H -1.68668 1.33656 -0.43640
H -0.98314 0.49255 -1.78903
H -2.58024 -0.05712 -1.10312
H -0.69048 -0.88010 2.27845
C 1.58854 1.59623 -0.00521
C 2.81804 0.77845 -0.35827
H 1.77358 2.47809 0.58864
H 1.10805 1.80574 -0.94228
H 0.85157 1.03579 0.60409
H 2.55669 -0.14459 -0.88975
H 3.51853 0.60062 0.45532
H 3.40918 1.30096 -1.11341
*
```

Properties
E	-6470.743	eV
HOMO energy (spin up / spin down)	-0.56798 / -0.56518	Eh
largest force on an atom	1.71	eV/A
M	88.194	g mol⁻¹
LUMO (spin up / spin down)	-2.93 / -9.89	eV
⟨S²⟩	0.753

Mulliken atomic charge list, values in e, 2 entries: 1.15, -1.21



Entry 3:
A 12-piece molecular cluster, C43H102O31S5 overall. Source: the Open Molecules 2025 dataset; level of theory: ωB97M-V/def2-TZVPD.

```
! wB97M-V def2-TZVPD RIJCOSX def2/J DEFGRID3
* xyz 0 1
C 12.22572 9.94177 10.19856
C 12.86244 11.32667 9.99392
C 14.35492 11.37247 10.05827
O 14.72292 11.49842 8.62055
C 13.67718 11.79690 7.92377
O 13.61804 12.15360 6.75281
O 12.54956 11.72964 8.67946
H 12.33387 9.59668 11.24494
H 12.62164 9.25516 9.44109
H 11.15900 9.98281 9.94363
H 12.40209 12.01796 10.69143
H 14.84836 10.44945 10.39886
H 14.82348 12.23777 10.58148
C 14.44637 18.95738 15.54701
C 15.16318 19.23823 14.21863
C 16.44230 20.11967 14.21890
O 17.26014 19.44670 13.32551
C 16.91174 18.15803 13.30995
O 17.61574 17.28494 12.80574
O 15.69100 18.00191 13.80181
H 13.74704 19.72613 15.84729
H 15.21491 18.77202 16.35002
H 13.81584 18.08110 15.51497
H 14.49183 19.62501 13.40551
H 16.88025 20.13012 15.18451
H 16.31047 21.15511 13.90634
C 16.51364 16.01868 16.47740
O 17.17466 17.24825 16.96954
C 18.49955 16.98884 17.31607
C 19.45932 17.10824 16.14777
O 19.27744 18.39286 15.61742
C 20.18760 18.76830 14.55836
H 15.53037 16.32177 16.34683
H 16.61437 15.29714 17.30001
H 16.96911 15.68446 15.56875
H 18.63508 15.95947 17.72324
H 18.69995 17.74131 18.09540
H 19.18115 16.31792 15.35960
H 20.49149 16.92796 16.50112
H 21.13077 19.19645 14.99197
H 19.65746 19.45949 13.95054
H 20.32146 17.85615 13.91847
C 19.23898 18.19691 10.19793
O 19.12789 17.75127 8.82076
C 19.60129 18.65999 7.88604
C 19.31605 18.23346 6.42743
O 17.99398 17.96511 6.17865
C 17.68461 16.65224 5.86590
H 20.29473 18.40821 10.46994
H 18.79130 17.43685 10.77954
H 18.81050 19.19817 10.24464
H 20.69541 18.80152 8.02584
H 19.17370 19.68630 8.07639
H 19.85724 17.33675 6.27403
H 19.71539 19.00631 5.75211
H 18.57203 16.16895 5.44367
H 16.94816 16.75612 5.04386
H 17.22018 16.07211 6.71818
C 21.54192 14.22112 12.23044
O 21.00231 13.80828 10.98584
C 20.57683 14.86124 10.20416
C 19.81976 14.30359 9.00212
O 18.53662 13.90797 9.47045
C 17.74148 13.21405 8.52493
H 21.01164 13.76072 13.09323
H 21.57105 15.28020 12.40150
H 22.60568 13.83196 12.26587
H 21.35886 15.58710 9.90475
H 19.79931 15.50954 10.69710
H 20.19649 13.38373 8.52091
H 19.73996 15.06810 8.27798
H 16.71950 13.07185 8.82385
H 18.06858 12.15008 8.27492
H 17.63578 13.58178 7.52074
C 13.72570 12.38110 13.53050
O 13.89862 13.32974 12.54196
C 14.50271 14.52717 13.04041
C 15.94099 14.64907 12.48064
O 16.81777 14.03024 13.37173
C 18.15340 14.26484 12.98205
H 13.12302 12.82795 14.44416
H 14.61921 12.02776 13.97766
H 13.05959 11.58951 13.17934
H 14.50581 14.58063 14.14028
H 13.76854 15.23367 12.74504
H 16.19182 15.78291 12.41524
H 16.01259 14.14274 11.56206
H 18.61263 13.32488 13.14148
H 18.59909 15.16960 13.43605
H 18.29536 14.45514 11.87459
C 11.43367 8.78213 15.85070
O 12.08010 9.52853 16.86337
C 13.34223 10.08309 16.57427
C 13.89600 10.71821 17.84235
O 14.33796 9.79350 18.80994
C 13.46130 9.46518 19.87249
H 12.04374 7.96918 15.47008
H 11.19501 9.54781 15.08092
H 10.55161 8.38095 16.31848
H 13.31875 10.85139 15.78615
H 13.99453 9.27161 16.22165
H 13.02538 11.29446 18.21230
H 14.74639 11.38228 17.56406
H 13.92573 8.65572 20.40128
H 12.48895 9.09948 19.49039
H 13.32232 10.37709 20.50030
O 8.45136 13.50497 13.04094
S 9.76569 13.68656 12.42247
O 10.72226 12.63644 12.37264
O 9.53544 14.33854 10.99501
C 10.57153 14.37043 10.02204
C 9.98881 14.98594 8.74224
C 10.49560 14.97889 13.32952
H 10.82008 13.39132 9.74655
H 11.50979 14.86243 10.34459
H 10.07557 16.06915 8.71171
H 9.00145 14.62323 8.61431
H 10.63265 14.57596 7.95489
H 9.93192 15.87756 13.12706
H 11.48636 14.96374 12.88986
H 10.50843 14.68005 14.36412
O 13.94953 14.27352 9.12242
S 13.90225 15.70094 9.00400
O 13.10703 16.47284 9.93776
O 15.37834 16.14802 9.19340
C 15.83432 17.55093 9.08262
C 15.39476 18.50091 10.22113
C 13.52768 16.01918 7.32329
H 15.29586 17.86688 8.11638
H 16.90868 17.44341 8.96223
H 16.21460 18.86841 10.87142
H 14.64127 18.08005 10.82741
H 14.88600 19.33978 9.83341
H 13.44211 17.07466 7.23519
H 12.59160 15.45203 7.14362
H 14.30860 15.64742 6.75944
O 12.89824 15.73834 15.83118
S 12.05942 15.41060 16.95060
O 11.01956 16.29770 17.48045
O 11.49177 13.98234 16.54365
C 10.37376 13.40203 17.33759
C 9.53723 12.50685 16.38288
C 13.19999 15.03894 18.31157
H 9.74506 14.26162 17.57128
H 10.62307 12.95353 18.30152
H 10.16443 11.87223 15.81713
H 9.01804 13.17206 15.64310
H 8.77077 11.97628 16.94428
H 14.03209 14.43388 17.92764
H 12.77247 14.52556 19.15705
H 13.60011 16.02501 18.65348
O 16.42221 9.78065 14.48539
S 17.28399 9.54418 13.36689
O 16.76738 8.90759 12.18597
O 17.89415 10.96393 12.94816
C 18.06733 11.26779 11.46352
C 19.21670 10.49042 10.87298
C 18.64613 8.63383 14.04116
H 18.23046 12.32536 11.34727
H 17.06342 11.03038 10.95730
H 19.08400 9.41960 10.90083
H 20.11411 10.79413 11.44042
H 19.34398 10.74703 9.76858
H 19.03813 9.17243 14.92606
H 19.43925 8.45239 13.26678
H 18.20601 7.66158 14.36360
O 21.49645 9.90362 15.37783
S 21.23037 11.24846 15.87263
O 21.62890 12.33864 15.03272
O 19.67689 11.28300 16.13239
C 18.83364 12.44522 16.45703
C 17.37671 12.29742 16.01678
C 21.96780 11.27953 17.46562
H 19.22262 13.32321 15.92208
H 18.90329 12.59002 17.54082
H 17.43850 12.34875 14.93757
H 16.79922 13.21301 16.33110
H 16.83886 11.40728 16.26883
H 21.14344 10.83620 18.01761
H 22.14677 12.32477 17.79462
H 22.97804 10.72838 17.39781
*
```

Properties
E	-163883.856	eV
SMILES	C[C@H]1COC(=O)O1.C[C@H]1COC(=O)O1.CCOS(C)(=O)=O.CCOS(C)(=O)=O.CCOS(C)(=O)=O.CCOS(C)(=O)=O.CCOS(C)(=O)=O.COCCOC.COCCOC.COCCOC.COCCOC.COCCOC
HOMO energy	-0.33417	Eh
largest force on an atom	3.86	eV/A
M	1275.593	g mol⁻¹
LUMO	0.24	eV

Mulliken atomic charge list, values in e, 2 entries: -1.87, 2.15